ORCA calculation (ωB97M-V/def2-TZVPD) on the molecule C22H26N4O3S.

XYZ file:
```
56
Properties=species:S:1:pos:R:3:nbo_charge:R:1
N -3.949 0.212 -2.398 -0.846
H -3.441 -0.609 -2.080 0.380
H -4.656 -0.093 -3.060 0.342
C -4.563 0.888 -1.274 -0.237
C -5.744 0.156 -0.606 -0.419
H -6.561 0.051 -1.325 0.200
H -6.104 0.764 0.226 0.196
C -5.383 -1.244 -0.101 -0.234
N -4.319 -1.235 0.879 -0.606
C -3.055 -1.556 0.554 0.689
O -2.722 -1.952 -0.545 -0.650
C -2.039 -1.431 1.694 -0.315
N -0.798 -0.938 1.126 -0.450
C -0.911 0.297 0.525 0.819
O -1.914 0.971 0.655 -0.656
N 0.169 0.728 -0.210 -0.419
C 1.289 -0.040 -0.279 0.088
C 1.417 -1.257 0.354 -0.253
C 2.687 -1.866 0.106 0.000
C 3.480 -1.106 -0.687 -0.181
S 2.703 0.386 -1.172 0.421
C 4.853 -1.464 -1.139 -0.434
C 5.391 -2.597 -0.262 -0.385
C 4.344 -3.700 -0.119 -0.391
C 3.129 -3.185 0.650 -0.425
H 3.375 -3.062 1.709 0.217
H 2.299 -3.892 0.598 0.244
H 4.033 -4.029 -1.113 0.198
H 4.771 -4.557 0.402 0.212
H 5.636 -2.205 0.727 0.199
H 6.305 -2.997 -0.704 0.211
H 4.822 -1.786 -2.185 0.212
H 5.510 -0.592 -1.087 0.218
C 0.311 -1.792 1.110 0.693
O 0.283 -2.852 1.700 -0.602
C 0.093 2.008 -0.899 -0.263
C 0.857 3.070 -0.151 0.042
C 0.438 3.447 1.120 -0.239
C 1.143 4.399 1.833 -0.191
C 2.271 4.985 1.283 -0.213
C 2.691 4.615 0.017 -0.206
C 1.988 3.659 -0.697 -0.235
H 2.320 3.371 -1.684 0.212
H 3.569 5.070 -0.417 0.214
H 2.821 5.729 1.840 0.214
H 0.810 4.688 2.819 0.213
H -0.448 2.994 1.540 0.226
H 0.493 1.879 -1.908 0.215
H -0.968 2.265 -0.955 0.264
H -1.822 -2.420 2.108 0.273
H -2.389 -0.755 2.476 0.215
H -4.504 -0.768 1.752 0.396
H -6.265 -1.715 0.345 0.197
H -5.035 -1.866 -0.929 0.229
H -4.927 1.859 -1.628 0.183
H -3.781 1.071 -0.534 0.220
```

Its total charge is 0. The value obtained for the LUMO energy is 0.0221 Eh. As for the highest occupied orbital energy: -0.2979 Ha. The calculation puts the energy above the lowest of the compared OMol25 structures with the same formula, charge and spin at 0.00 kJ/mol. As for the HOMO-LUMO gap: 8.71 eV. Its energy is -46177.0334 eV. The SMILES is NCCCNC(=O)Cn1c(=O)c2c3c(sc2n(Cc2ccccc2)c1=O)CCCC3. The largest force on an atom is 0.780 eV/A.

ORCA calculation (ωB97M-V/def2-TZVPD) on a cluster of 17 separate species, C23H23Cl48N2 in total at a distorted geometry.

XYZ file:
```
96
Properties=species:S:1:pos:R:3:mulliken_charge:R:1
C 4.413 -2.699 -2.709 -0.065
C 3.573 -1.921 -3.077 -0.515
C 2.608 -0.998 -3.722 -0.502
C 1.161 -1.414 -3.433 1.155
C 0.684 -2.645 -3.951 0.322
C -0.655 -2.876 -3.648 -0.365
C -1.329 -1.885 -2.889 -1.356
N -0.868 -0.773 -2.382 -0.843
N 0.408 -0.626 -2.716 0.831
H 4.879 -3.641 -2.488 0.438
H 2.746 0.050 -3.413 0.303
H 2.755 -1.080 -4.813 0.285
H 1.305 -3.326 -4.536 -0.301
H -1.192 -3.764 -3.981 0.391
H -2.424 -2.071 -2.689 1.265
H 0.839 0.235 -2.351 -0.063
C 1.706 3.585 -1.171 -0.106
Cl 0.824 2.042 -1.242 -0.238
Cl 1.626 4.254 0.449 0.020
Cl 3.379 3.359 -1.686 -0.119
H 1.231 4.280 -1.854 0.325
C -4.618 0.477 -4.357 0.096
Cl -2.986 -0.180 -4.111 -0.035
Cl -4.583 1.818 -5.500 -0.113
Cl -5.714 -0.789 -4.908 -0.110
H -4.977 0.849 -3.405 0.229
C 1.109 6.196 3.843 -0.122
Cl 0.935 4.435 3.794 -0.155
Cl 0.963 6.792 5.493 -0.013
Cl 2.653 6.687 3.146 -0.022
H 0.313 6.632 3.250 0.306
C -3.417 -4.956 -1.088 0.047
Cl -3.686 -5.776 -2.623 -0.126
Cl -2.536 -3.430 -1.364 -0.046
Cl -4.936 -4.650 -0.253 -0.105
H -2.805 -5.595 -0.460 0.305
C 7.789 -2.419 -4.999 -0.004
Cl 7.441 -3.219 -6.534 -0.121
Cl 8.741 -0.956 -5.259 -0.122
Cl 6.279 -2.045 -4.138 -0.097
H 8.369 -3.098 -4.386 0.293
C 2.515 -6.165 -5.103 -0.027
Cl 0.747 -6.161 -5.159 -0.113
Cl 3.152 -4.558 -5.482 -0.104
Cl 3.086 -6.701 -3.524 -0.110
H 2.878 -6.859 -5.852 0.392
C -6.247 -8.320 -0.837 -0.032
Cl -5.646 -7.680 0.696 -0.061
Cl -6.919 -7.037 -1.846 -0.085
Cl -4.960 -9.178 -1.697 -0.154
H -7.040 -9.026 -0.620 0.312
C 5.848 6.185 -1.305 -0.016
Cl 4.739 6.791 -2.540 -0.077
Cl 7.361 7.090 -1.333 -0.132
Cl 5.103 6.265 0.293 -0.012
H 6.068 5.148 -1.526 0.256
C 4.983 9.277 -5.474 0.052
Cl 6.590 8.578 -5.279 -0.100
Cl 5.014 10.603 -6.637 -0.122
Cl 3.821 8.040 -5.971 -0.129
H 4.667 9.673 -4.516 0.287
C -2.546 2.649 0.523 -0.022
Cl -2.853 1.856 -1.031 -0.046
Cl -1.606 4.126 0.291 -0.085
Cl -4.060 2.994 1.355 -0.115
H -1.966 1.972 1.138 0.273
C -4.789 -12.002 -4.003 0.671
Cl -3.316 -11.605 -4.895 -0.128
Cl -6.194 -11.968 -5.070 -0.118
Cl -4.639 -13.574 -3.216 -0.118
H -4.930 -11.251 -3.236 -0.273
C 6.186 8.034 5.110 -0.038
Cl 5.798 6.803 6.316 -0.116
Cl 5.811 7.451 3.484 -0.086
Cl 5.316 9.531 5.450 -0.116
H 7.248 8.237 5.161 0.333
C -7.245 -9.372 4.293 -0.016
Cl -7.546 -10.228 2.776 -0.136
Cl -6.367 -7.868 3.996 -0.064
Cl -8.764 -9.050 5.134 -0.113
H -6.633 -10.005 4.924 0.329
C 1.395 7.587 9.529 -0.047
Cl 2.882 7.958 8.651 -0.062
Cl -0.003 7.721 8.461 -0.074
Cl 1.482 5.975 10.246 -0.131
H 1.282 8.309 10.329 0.332
C -5.221 -6.762 7.994 0.033
Cl -6.330 -8.035 7.477 -0.092
Cl -3.936 -7.426 9.005 -0.119
Cl -4.539 -5.920 6.598 -0.121
H -5.780 -6.045 8.583 0.296
C -1.214 11.860 8.202 0.042
Cl 0.392 11.154 8.406 -0.085
Cl -1.168 13.185 7.038 -0.122
Cl -2.376 10.629 7.698 -0.122
H -1.534 12.258 9.157 0.288
```

Its total charge is +1. The value obtained for the LUMO energy is -0.1517 Eh. As for the highest occupied orbital energy: -0.4398 Ha. As for the HOMO-LUMO gap: 7.84 eV. Its energy is -628268.5981 eV. The largest force on an atom is 2.788 eV/A.

ORCA calculation (ωB97M-V/def2-TZVPD) on a structure of composition CH3NO3S at a distorted geometry.

XYZ file:
```
9
Properties=species:S:1:pos:R:3:nbo_charge:R:1
C -1.259 0.485 -0.215 0.606
N -0.229 -1.142 0.163 -1.026
O -1.637 0.912 0.779 -0.467
O 2.317 -0.678 0.215 -0.885
O 0.598 0.872 -0.709 -0.964
S 1.000 -0.141 0.267 2.125
H -1.281 0.634 -1.262 0.219
H -0.228 -1.606 -0.648 0.372
H 0.718 0.663 1.410 0.021
```

Its total charge is 0. The value obtained for the LUMO energy is 0.0214 Eh. As for the highest occupied orbital energy: -0.3849 Ha. The calculation puts the energy above the lowest of the compared OMol25 structures with the same formula, charge and spin at 366.21 kJ/mol. As for the HOMO-LUMO gap: 11.05 eV. Its energy is -19549.5191 eV. The largest force on an atom is 5.452 eV/A.

ORCA calculation (ωB97M-V/def2-TZVPD) on a structure of composition C4H3HgNaO2 at a distorted geometry.

XYZ file:
```
11
Properties=species:S:1:pos:R:3:lowdin_spin:R:1
Na -0.662 -2.819 -1.098 0.018
O -0.063 -0.039 -1.091 0.108
C -0.585 1.001 -0.257 0.037
H 0.001 1.926 -0.392 -0.002
H -1.648 1.282 -0.320 -0.001
C 0.612 0.278 2.090 0.864
C -0.232 0.283 1.034 0.100
C 0.676 -0.706 0.515 0.512
O 0.874 -1.911 0.412 0.262
Hg 0.056 -0.519 -3.415 0.013
H 0.971 1.224 2.522 0.091
```

Its total charge is 0. The value obtained for the LUMO energy (spin up / spin down) is -0.0365 / -0.0421 Eh. Its multiplicity is 3. As for the highest occupied orbital energy (spin up / spin down): -0.2036 / -0.2750 Ha. The expectation value of S² is 2.0491. As for the HOMO-LUMO gap (spin up / spin down): 4.55 / 6.34 eV. Its energy is -16874.9940 eV. The largest force on an atom is 4.976 eV/A.

ORCA calculation (ωB97M-V/def2-TZVPD) on a structure of composition C56H59FeN6O5 at a distorted geometry.

XYZ file:
```
127
Properties=species:S:1:pos:R:3:lowdin_spin:R:1
Fe 0.908 0.130 0.649 4.224
C -0.200 -1.278 3.483 0.004
N 0.852 -0.510 2.830 0.040
C 1.525 0.304 3.555 0.007
C 2.593 1.050 2.990 0.004
C 3.457 1.962 3.582 0.003
C 4.326 2.385 2.565 0.005
C 3.929 1.706 1.416 0.005
N 2.870 0.899 1.655 0.044
C 0.289 -2.561 4.125 0.001
C 1.323 -3.311 3.573 0.000
C 1.735 -4.493 4.169 0.000
C 1.124 -4.943 5.332 0.000
C 0.100 -4.197 5.896 0.000
C -0.310 -3.013 5.296 0.000
H -0.941 -1.500 2.722 0.000
H -0.698 -0.678 4.253 0.001
H 1.308 0.430 4.620 0.001
H 3.459 2.261 4.619 0.000
H 5.151 3.075 2.650 0.001
H 4.396 1.736 0.444 0.000
H 1.816 -2.954 2.680 0.000
H 2.541 -5.064 3.724 0.000
H 1.450 -5.862 5.801 0.000
H -0.375 -4.529 6.810 0.000
H -1.110 -2.434 5.745 0.000
C -2.857 0.809 -4.462 0.000
C -2.953 -0.199 -3.329 0.000
C -4.143 -1.121 -3.520 0.000
O -1.781 -0.999 -3.252 0.002
C -1.073 -0.752 -2.050 0.004
C -1.883 0.314 -1.301 0.000
O -3.041 0.510 -2.101 0.000
C -2.194 -0.079 0.163 0.020
O -0.964 -0.274 0.815 0.182
C -3.001 1.009 0.903 0.004
C -3.176 0.841 2.279 0.001
C -3.925 1.736 3.020 0.000
C -4.529 2.824 2.393 0.000
C -4.367 2.996 1.031 0.000
C -3.608 2.095 0.287 0.001
C -3.111 -1.324 0.260 0.006
C -4.422 -1.269 -0.217 0.001
C -5.287 -2.339 -0.053 0.000
C -4.872 -3.488 0.607 0.000
C -3.583 -3.547 1.108 0.000
C -2.720 -2.470 0.942 0.001
C 0.384 -0.336 -2.346 0.029
O 0.954 0.109 -1.149 0.255
C 1.223 -1.523 -2.843 0.005
C 0.685 -2.730 -3.269 0.001
C 1.519 -3.765 -3.684 0.000
C 2.894 -3.603 -3.680 0.001
C 3.438 -2.392 -3.262 0.000
C 2.608 -1.365 -2.847 0.001
C 0.393 0.756 -3.422 0.006
C 0.417 0.421 -4.774 0.001
C 0.413 1.408 -5.747 0.000
C 0.382 2.749 -5.385 0.000
C 0.359 3.089 -4.041 0.000
C 0.369 2.097 -3.067 0.000
H -2.664 0.294 -5.403 0.000
H -2.050 1.516 -4.274 0.000
H -3.798 1.354 -4.537 0.000
H -4.063 -1.603 -4.495 0.000
H -5.072 -0.550 -3.480 0.000
H -4.156 -1.887 -2.749 0.000
H -1.035 -1.669 -1.456 0.000
H -1.317 1.249 -1.238 -0.001
H -2.710 -0.011 2.762 0.000
H -4.051 1.584 4.085 0.000
H -5.122 3.524 2.968 0.000
H -4.835 3.837 0.533 0.000
H -3.502 2.243 -0.778 0.000
H -4.769 -0.373 -0.711 0.000
H -6.298 -2.269 -0.435 0.000
H -5.554 -4.317 0.747 0.000
H -3.245 -4.427 1.643 0.000
H -1.740 -2.510 1.379 0.000
H -0.388 -2.872 -3.300 0.000
H 1.086 -4.701 -4.015 0.000
H 3.540 -4.410 -4.002 0.000
H 4.512 -2.247 -3.263 0.000
H 3.031 -0.433 -2.499 0.000
H 0.435 -0.620 -5.068 0.000
H 0.434 1.130 -6.793 0.000
H 0.377 3.519 -6.146 0.000
H 0.338 4.131 -3.743 0.000
H 0.359 2.364 -2.025 0.000
O 4.139 -0.694 -0.045 0.000
C 4.237 -2.032 0.342 0.000
C 2.941 -2.808 0.295 0.003
C 3.019 -4.197 0.239 0.002
C 1.866 -4.951 0.182 -0.001
C 0.648 -4.292 0.162 0.001
C 0.658 -2.916 0.238 -0.001
N 1.767 -2.174 0.326 0.040
H 3.661 -0.223 0.660 0.000
H 4.655 -2.122 1.354 0.000
H 4.936 -2.519 -0.341 0.000
H 3.993 -4.673 0.236 0.000
H 1.914 -6.032 0.141 0.000
H -0.291 -4.825 0.093 0.000
H -0.258 -2.353 0.227 -0.001
C 2.347 5.375 -1.107 0.000
C 2.968 3.996 -1.130 0.000
N 1.961 3.042 -0.700 0.001
C 1.172 3.265 0.398 0.010
N 0.575 2.251 0.960 0.072
C -0.294 2.538 2.100 0.004
C -1.049 3.832 1.895 0.002
C -0.027 4.936 1.746 0.000
N 0.973 4.568 0.754 0.003
C 1.854 5.637 0.303 0.001
H 1.503 5.410 -1.800 0.000
H 3.073 6.132 -1.401 0.000
H 3.840 3.982 -0.467 0.000
H 3.295 3.720 -2.132 0.000
H 2.175 2.064 -0.835 -0.001
H 0.318 2.619 3.009 0.000
H -0.958 1.696 2.225 0.000
H -1.710 4.041 2.737 0.000
H -1.658 3.751 0.993 0.000
H 0.455 5.143 2.709 0.000
H -0.503 5.860 1.409 0.000
H 2.706 5.741 0.986 0.000
H 1.285 6.567 0.342 0.000
```

Its total charge is 0. The value obtained for the LUMO energy (spin up / spin down) is 0.0232 / -0.0027 Eh. Its multiplicity is 6. As for the highest occupied orbital energy (spin up / spin down): -0.2818 / -0.2814 Ha. The expectation value of S² is 8.7607. The calculation puts the energy above the lowest of the compared OMol25 structures with the same formula, charge and spin at 35.32 kJ/mol. As for the HOMO-LUMO gap (spin up / spin down): 8.30 / 7.58 eV. Its energy is -112597.2709 eV. The largest force on an atom is 1.088 eV/A.

ORCA calculation (ωB97M-V/def2-TZVPD) on the molecule H2S2.

XYZ file:
```
4
Properties=species:S:1:pos:R:3:nbo_charge:R:1
S 0.669 0.572 0.618 -0.129
S -0.745 -0.741 -0.061 -0.133
H 0.053 1.707 0.256 0.131
H 0.023 -1.538 -0.814 0.130
```

Its total charge is 0. The value obtained for the LUMO energy is 0.0145 Eh. As for the highest occupied orbital energy: -0.3311 Ha. The calculation puts the energy above the lowest of the compared OMol25 structures with the same formula, charge and spin at 6.04 kJ/mol. As for the HOMO-LUMO gap: 9.41 eV. Its energy is -21702.6637 eV. The SMILES is SS. The largest force on an atom is 0.697 eV/A.